Entry from the Open Molecules 2025 dataset: C16H22BNO19S2V as an isolated structure at a distorted geometry (wB97M-V/def2-TZVPD).

Geometry (Å):
1 V -0.90 -1.60 -0.79
2 S -3.05 1.27 -0.77
3 S 0.41 0.08 -3.81
4 O 3.84 -0.05 5.94
5 O 0.50 -0.16 0.34
6 O -0.09 -0.30 -5.10
7 O -4.38 0.83 -0.47
8 O 2.12 2.22 -0.13
9 O 0.00 1.63 -3.51
10 O 4.37 -0.46 2.54
11 O 3.21 1.52 1.80
12 O 5.73 -1.30 4.14
13 O -2.36 1.95 0.54
14 O -2.36 -3.86 -4.19
15 O -3.54 -2.11 -3.73
16 O 0.21 -0.63 -2.56
17 O -1.79 -2.61 -2.51
18 O -2.09 0.34 -1.28
19 O 2.78 0.46 4.00
20 O 1.97 -0.46 1.95
21 O -1.94 -2.01 0.40
22 O 0.35 -2.58 -0.76
23 N -2.56 -2.85 -3.52
24 C -0.03 2.52 -4.62
25 C 1.52 0.16 0.91
26 C 1.94 -4.20 3.46
27 C 2.34 1.48 0.79
28 C 0.04 -4.08 1.96
29 C -0.78 -4.13 3.08
30 C 3.73 -0.07 4.74
31 C 1.11 -4.22 4.57
32 C 2.26 0.32 -3.86
33 C -0.28 -4.17 4.37
34 C -3.08 2.72 -1.83
35 C 1.40 -4.12 2.18
36 C -0.36 3.94 -4.09
37 C -2.17 3.52 2.28
38 C 4.73 -0.74 3.79
39 C -3.15 2.70 1.46
40 B 3.10 0.26 2.57
41 H 3.02 -4.10 3.45
42 H -3.76 3.42 0.90
43 H -1.26 3.01 2.60
44 H -3.42 2.30 -2.78
45 H 1.55 -4.28 5.55
46 H 2.49 0.88 -2.96
47 H 2.55 0.80 -4.79
48 H 2.51 -0.74 -3.85
49 H 1.99 -4.21 1.27
50 H -1.82 -4.20 2.81
51 H -1.75 4.39 1.77
52 H -2.69 3.94 3.14
53 H -0.25 4.66 -4.90
54 H 0.24 4.13 -3.20
55 H -3.81 3.42 -1.43
56 H -0.86 2.35 -5.31
57 H -0.45 -4.12 1.01
58 H -1.41 4.06 -3.81
59 H -0.86 -4.41 5.25
60 H -2.05 3.01 -1.98
61 H -3.67 1.99 2.09
62 H 0.95 2.46 -5.09

The value obtained for the lowest unoccupied orbital energy is 0.061 Ha. As for the total charge: -1. The total energy is -105379.3522 eV. The value obtained for the HOMO-LUMO gap is 8.3 eV.

---

Entry from the Open Molecules 2025 dataset: a 2-piece molecular cluster, C16H22Br2F3O2S overall at a distorted geometry (wB97M-V/def2-TZVPD).

Geometry (Å):
1 Br -0.33 -2.26 0.15
2 Br 0.32 -1.86 4.85
3 S 0.37 2.44 3.01
4 F 0.72 -3.61 2.38
5 F -1.48 -3.04 2.61
6 F 1.46 -0.78 2.44
7 O 0.09 4.83 0.89
8 O -2.04 -3.19 -3.44
9 C 0.67 3.79 0.47
10 C 2.10 2.08 3.64
11 C -0.97 -0.15 2.84
12 C 1.05 4.04 -2.23
13 C -2.89 -4.34 -3.49
14 C -2.16 -5.53 -2.89
15 C 0.46 2.33 1.16
16 C 0.21 -1.24 2.94
17 C -4.18 -4.04 -2.73
18 C -0.74 1.15 3.75
19 C 2.03 3.99 -3.45
20 C 3.57 3.72 -3.26
21 C 3.17 3.51 -0.57
22 C -0.22 -2.56 2.10
23 C 1.64 3.80 -0.81
24 C 4.08 3.47 -1.82
25 H -1.78 1.65 3.86
26 H 1.32 1.66 0.80
27 H -1.23 -5.72 -3.44
28 H 2.87 2.27 2.82
29 H 3.56 3.33 0.49
30 H 2.34 2.81 4.49
31 H 4.25 3.69 -4.19
32 H -4.86 -4.90 -2.77
33 H 5.20 3.28 -1.65
34 H -4.69 -3.18 -3.16
35 H -0.52 1.90 0.76
36 H -0.07 4.25 -2.36
37 H -2.78 -6.43 -2.93
38 H -1.84 -3.01 -2.51
39 H 2.21 1.01 4.03
40 H -1.91 -0.67 3.26
41 H -3.97 -3.80 -1.69
42 H -1.25 0.11 1.75
43 H 1.64 4.18 -4.51
44 H -3.12 -4.53 -4.54
45 H -1.89 -5.34 -1.85
46 H -0.37 0.92 4.80

The value obtained for the lowest unoccupied orbital energy is -0.130 Ha. The value obtained for the relative energy (zero: lowest compared OMol25 entry of this formula, charge and spin) is 98.7 kcal per mole. As for the total charge: +1. The total energy is -180103.3043 eV. The value obtained for the HOMO-LUMO gap is 8.4 eV.

---

Entry from the Open Molecules 2025 dataset: C16H22Br2GaN6O2PS2 as an isolated structure (wB97M-V/def2-TZVPD).

Geometry (Å):
1 Br 1.12 0.05 -3.43
2 Br 3.33 -0.52 -1.28
3 Ga 0.62 0.02 -0.67
4 S -1.76 -3.51 -1.05
5 S 0.43 -1.59 1.32
6 P -0.34 2.12 -0.63
7 O -0.90 -1.36 1.80
8 O 1.29 -0.36 1.24
9 N -1.41 -1.02 -1.48
10 N -0.29 4.72 -1.29
11 N 0.42 -1.89 -0.35
12 N -2.45 3.60 -1.31
13 N 2.78 -6.41 3.53
14 N -1.37 4.12 0.81
15 C 2.26 -5.25 3.09
16 C 2.54 -3.18 1.89
17 C -2.00 2.24 -1.46
18 C -0.51 5.07 0.12
19 C -2.64 3.98 0.09
20 C -0.86 -2.07 -0.92
21 C -1.58 4.57 -1.97
22 C 0.91 -4.93 3.33
23 C -0.73 2.84 1.04
24 C -2.98 -2.64 -1.90
25 C 3.00 -0.31 -3.16
26 C 0.54 3.54 -1.43
27 C -2.62 -1.34 -2.05
28 C 3.07 -4.33 2.38
29 C 1.18 -2.88 2.12
30 C 0.37 -3.77 2.84
31 H -2.08 5.54 -1.97
32 H -0.99 6.05 0.16
33 H -2.68 1.54 -0.97
34 H 0.45 5.14 0.63
35 H 0.70 3.32 -2.49
36 H -3.15 4.94 0.12
37 H 3.16 -2.48 1.35
38 H -3.87 -3.13 -2.25
39 H 3.22 -1.25 -3.65
40 H 2.22 -7.06 4.06
41 H -1.90 1.96 -2.51
42 H 0.19 2.96 1.62
43 H -3.27 3.24 0.59
44 H -1.41 4.27 -3.00
45 H -1.39 2.16 1.58
46 H 0.29 -5.60 3.92
47 H -3.20 -0.59 -2.57
48 H 4.12 -4.55 2.23
49 H -0.67 -3.52 3.03
50 H 1.51 3.69 -0.96
51 H 3.59 0.51 -3.54
52 H 3.75 -6.63 3.40

The value obtained for the lowest unoccupied orbital energy is -0.249 Ha. The value obtained for the relative energy (zero: lowest compared OMol25 entry of this formula, charge and spin) is 0.0 kcal per mole. As for the total charge: +2. The total energy is -253390.0888 eV. The value obtained for the HOMO-LUMO gap is 6.6 eV.

---

Entry from the Open Molecules 2025 dataset: a 3-piece molecular cluster, C16H22ClF17O3P overall at a distorted geometry (wB97M-V/def2-TZVPD).

Geometry (Å):
1 Cl -0.05 -3.57 1.72
2 P 0.13 -2.47 -1.69
3 F -1.97 -0.74 3.53
4 F -0.22 4.54 -3.25
5 F 0.18 1.88 4.45
6 F -5.85 -0.28 4.82
7 F 2.74 2.03 -2.53
8 F -0.99 -1.60 -2.24
9 F 0.14 -0.77 4.05
10 F 1.77 4.30 -1.27
11 F -5.44 2.32 4.14
12 F 2.11 0.46 -3.89
13 F 1.06 6.00 -4.25
14 F -1.22 0.83 5.76
15 F 0.01 2.17 -1.67
16 F -3.81 -0.42 5.59
17 F -4.13 0.93 3.10
18 F 0.97 6.30 -1.59
19 F 1.02 0.25 -1.40
20 O -3.33 2.24 4.77
21 O 1.24 -2.51 -2.73
22 O 1.26 2.47 -4.19
23 C 4.30 -3.61 -0.83
24 C 2.66 -2.29 -2.27
25 C -1.02 1.23 4.49
26 C 1.69 1.58 -3.24
27 C -4.39 1.49 4.31
28 C -0.59 -4.03 -1.33
29 C 1.78 3.79 -4.29
30 C -1.80 -3.89 -0.34
31 C -0.85 0.02 3.58
32 C 3.33 -3.64 -2.02
33 C 1.72 5.32 -2.15
34 C -2.08 2.28 4.10
35 C -1.53 -3.02 0.88
36 C 1.07 4.89 -3.47
37 C 0.54 1.14 -2.34
38 C -4.82 0.43 5.33
39 H 0.15 -4.71 -0.92
40 H 0.60 -1.93 -0.50
41 H -0.59 0.33 2.56
42 H -2.06 -4.89 -0.03
43 H -1.41 -1.96 0.65
44 H -2.37 -3.09 1.56
45 H -1.65 3.23 4.42
46 H 2.53 -4.35 -1.81
47 H 4.00 -2.86 -0.10
48 H -5.13 0.91 6.26
49 H 5.33 -3.46 -1.13
50 H 2.86 3.82 -4.17
51 H -0.25 0.66 -2.92
52 H 3.86 -3.91 -2.94
53 H -2.62 -3.45 -0.91
54 H -0.99 -4.50 -2.23
55 H 1.59 4.06 -5.32
56 H 2.67 -1.65 -1.40
57 H 2.73 5.70 -2.31
58 H -2.21 2.36 3.02
59 H 3.11 -1.75 -3.10
60 H 4.25 -4.57 -0.32

The value obtained for the lowest unoccupied orbital energy is -0.099 Ha. As for the total charge: +1. The total energy is -91094.6467 eV. The value obtained for the HOMO-LUMO gap is 10.8 eV.